# 1
{"formula": "C44H39AsCrN3OS", "method": "ωB97M-V with the def2-TZVPD basis set", "total_charge": 1, "homo_ev": [-7.314, -10.595], "energy_ev": -152870.4814, "gap_ev": [4.58, 7.74], "s_squared": 6.0871, "spin_multiplicity": 5, "species": ["Cr", "C", "C", "C", "C", "C", "C", "C", "C", "S", "C", "N", "C", "C", "C", "C", "C", "C", "C", "C", "H", "H", "H", "H", "H", "H", "H", "H", "H", "H", "H", "H", "H", "H", "H", "H", "N", "C", "C", "C", "C", "C", "C", "C", "C", "N", "C", "H", "H", "H", "H", "H", "H", "H", "H", "O", "As", "C", "C", "C", "C", "C", "C", "C", "C", "C", "C", "C", "C", "C", "C", "C", "C", "C", "C", "H", "H", "H", "H", "H", "H", "H", "H", "H", "H", "H", "H", "H", "H", "H"], "xyz": [[-0.5560, 1.4729, 1.1456], [-0.9660, -5.2408, -0.1731], [-0.8375, -4.4179, 1.1190], [-1.0806, -5.3272, 2.3323], [0.5943, -3.8796, 1.1826], [-1.8726, -3.3031, 1.1016], [-3.2280, -3.6208, 0.9392], [-4.2137, -2.6537, 0.8682], [-3.8423, -1.3247, 0.9426], [-4.8109, 0.1220, 0.8050], [-3.3617, 1.0757, 0.9763], [-2.2477, 0.3647, 1.1326], [-2.4910, -0.9734, 1.1134], [-1.5168, -1.9695, 1.2085], [-3.2454, 2.4959, 0.9728], [-4.3109, 3.3946, 0.8532], [-4.0539, 4.7505, 0.8803], [-2.7526, 5.2129, 1.0156], [-1.6942, 4.3122, 1.1185], [-1.9209, 2.9564, 1.1038], [-0.2112, -6.0239, -0.1840], [-0.8164, -4.6131, -1.0520], [-1.9392, -5.7154, -0.2525], [-0.3766, -6.1562, 2.3236], [-2.0853, -5.7389, 2.3161], [-0.9571, -4.7770, 3.2637], [1.3022, -4.7054, 1.1832], [0.7651, -3.2998, 2.0861], [0.8054, -3.2595, 0.3133], [-3.5280, -4.6524, 0.8583], [-5.2468, -2.9311, 0.7378], [-0.4927, -1.6575, 1.3510], [-5.3175, 3.0184, 0.7397], [-4.8644, 5.4572, 0.7907], [-2.5544, 6.2732, 1.0361], [-0.6836, 4.6903, 1.2036], [-0.5272, 1.6541, 3.2647], [0.8767, 1.6824, 3.6358], [1.3225, 1.4435, 4.9299], [2.6744, 1.5738, 5.2220], [3.5782, 1.9337, 4.2421], [3.1536, 2.1785, 2.9235], [4.0218, 2.5529, 1.8779], [3.4850, 2.7850, 0.6159], [2.1306, 2.6485, 0.4070], [1.2621, 2.2664, 1.3671], [1.7707, 2.0486, 2.6212], [-0.9214, 2.5808, 3.4692], [-1.0352, 1.0008, 3.8663], [0.6191, 1.1653, 5.7029], [3.0167, 1.4055, 6.2302], [4.6268, 2.0411, 4.4735], [5.0771, 2.6658, 2.0657], [4.1164, 3.0721, -0.2107], [1.6905, 2.8568, -0.5602], [-0.3873, 1.2886, -0.8644], [0.4993, 0.3952, -1.9236], [1.4388, 1.5932, -3.1479], [2.3375, 1.1139, -4.0950], [3.0087, 2.0020, -4.9174], [2.7862, 3.3636, -4.7976], [1.8549, 3.8392, -3.8888], [1.1754, 2.9550, -3.0688], [-0.8332, -0.5383, -2.9934], [-1.7267, -1.3975, -2.3674], [-2.8411, -1.8399, -3.0584], [-3.0636, -1.4248, -4.3612], [-2.1663, -0.5760, -4.9871], [-1.0527, -0.1226, -4.2999], [1.8034, -0.7600, -1.0300], [2.6288, -1.5657, -1.8064], [3.6390, -2.3002, -1.2114], [3.8306, -2.2357, 0.1588], [3.0024, -1.4447, 0.9379], [1.9840, -0.7178, 0.3445], [2.5095, 0.0488, -4.1946], [3.7086, 1.6284, -5.6489], [3.3336, 4.0556, -5.4175], [1.6620, 4.8994, -3.8171], [0.4354, 3.3095, -2.3567], [-1.5548, -1.7001, -1.3384], [-3.5445, -2.4985, -2.5724], [-3.9417, -1.7576, -4.8916], [-2.3433, -0.2497, -5.9997], [-0.3550, 0.5633, -4.7703], [2.4705, -1.6205, -2.8762], [4.2834, -2.9148, -1.8207], [4.6303, -2.7953, 0.6192], [3.1480, -1.3869, 2.0065], [1.3141, -0.1169, 0.9602]], "atomic_forces_ev_per_a": [[0.4, 1.0, -0.5], [0.0, 0.1, 0.1], [0.2, -0.2, 0.0], [0.0, 0.1, -0.1], [-0.3, -0.1, -0.1], [0.2, 0.1, 0.0], [-0.3, 0.2, 0.0], [0.0, -0.3, -0.1], [0.5, 0.6, 0.0], [0.7, 0.2, 0.1], [0.2, -1.4, 0.1], [-1.3, 0.7, -0.1], [-0.5, -1.2, -0.1], [-0.2, 0.2, 0.1], [0.0, 1.4, 0.0], [0.3, -0.5, 0.0], [-0.1, 0.2, 0.0], [0.1, -0.2, 0.0], [0.1, 0.5, 0.0], [-0.3, -0.4, -0.2], [0.1, -0.1, 0.0], [0.0, 0.0, -0.1], [-0.1, -0.1, 0.0], [0.1, -0.1, 0.0], [-0.1, -0.1, 0.0], [0.0, 0.0, 0.1], [0.0, -0.1, 0.0], [0.1, 0.1, 0.1], [0.1, 0.1, -0.1], [0.0, -0.2, 0.0], [-0.1, -0.1, 0.0], [0.2, -0.1, 0.0], [-0.2, 0.1, 0.0], [-0.1, 0.0, 0.0], [0.0, 0.1, 0.0], [0.1, 0.1, 0.0], [0.0, 0.0, 0.2], [0.8, 0.1, 0.4], [-0.3, 0.0, -0.3], [0.2, 0.0, 0.0], [-0.3, 0.0, -0.1], [-0.4, -0.1, 0.3], [0.3, 0.1, -0.4], [-0.2, 0.0, 0.2], [0.4, 0.4, -1.0], [-0.8, -0.7, 0.1], [0.1, -0.1, 1.1], [0.0, -0.3, -0.2], [0.1, 0.1, -0.3], [-0.1, 0.0, 0.1], [0.0, -0.1, 0.1], [0.1, 0.0, 0.1], [0.1, 0.0, 0.0], [0.0, 0.1, -0.1], [0.1, 0.0, 0.1], [-0.4, 0.6, 1.6], [0.7, -0.8, -1.3], [-0.2, -0.2, 0.3], [-0.1, -0.3, 0.2], [0.1, -0.1, 0.0], [-0.1, 0.0, 0.0], [0.0, 0.1, 0.0], [-0.3, -0.1, 0.3], [0.4, 0.3, 0.2], [0.2, 0.0, 0.2], [0.0, -0.1, 0.1], [0.0, 0.0, -0.1], [0.0, 0.0, 0.0], [0.3, 0.1, 0.0], [-0.3, 0.2, -0.3], [-0.2, 0.1, -0.2], [0.0, -0.1, -0.1], [0.0, 0.1, 0.0], [0.0, 0.0, 0.0], [-0.3, 0.2, 0.0], [0.1, 0.1, 0.0], [0.1, 0.0, -0.1], [0.0, 0.1, -0.1], [0.0, 0.1, 0.0], [0.1, 0.0, -0.1], [-0.1, 0.0, -0.1], [-0.1, -0.1, 0.1], [-0.1, -0.1, -0.1], [0.0, 0.0, -0.1], [-0.1, 0.0, 0.0], [0.1, -0.1, 0.0], [0.0, -0.1, -0.1], [0.1, -0.1, 0.0], [0.0, 0.0, 0.1], [0.3, -0.1, 0.0]]}

***

# 2
{"formula": "C44H39BF2N13OS2V", "method": "ωB97M-V with the def2-TZVPD basis set", "total_charge": 0, "homo_ev": [-6.212, -6.239], "energy_ev": -121143.1830, "gap_ev": [5.68, 5.75], "s_squared": 2.0313, "spin_multiplicity": 3, "species": ["V", "C", "C", "N", "N", "C", "B", "N", "C", "C", "C", "N", "N", "C", "C", "C", "N", "N", "C", "C", "C", "N", "H", "H", "H", "H", "H", "H", "H", "H", "H", "H", "H", "H", "F", "C", "C", "C", "C", "C", "F", "C", "C", "C", "C", "C", "C", "N", "H", "H", "H", "H", "H", "H", "S", "C", "N", "N", "C", "C", "C", "C", "C", "C", "N", "N", "C", "C", "C", "C", "C", "C", "H", "H", "H", "H", "H", "H", "H", "H", "H", "H", "H", "C", "C", "C", "C", "C", "C", "C", "S", "C", "O", "H", "H", "H", "H", "H", "H", "H", "H", "H", "H"], "xyz": [[-0.5650, 0.7185, -0.9898], [1.1117, -1.9530, 3.1666], [1.6473, -0.7246, 2.3787], [0.7779, -1.1572, 0.4279], [0.2819, -2.4821, 0.2435], [0.0060, -2.9983, 1.5705], [-0.7221, -2.6916, -0.8823], [-2.0816, -1.8986, -0.6096], [-3.2469, -2.3616, -0.1497], [-4.0960, -1.2977, 0.0970], [-3.3558, -0.1785, -0.2421], [-2.1347, -0.5306, -0.6663], [-0.1425, -2.2604, -2.2490], [-0.1335, -2.9615, -3.4320], [0.2657, -2.4185, -4.5919], [0.4658, -0.9085, -4.7504], [0.6000, -1.0575, -2.3166], [-1.0009, -4.1994, -0.9873], [-0.0498, -5.1529, -0.8252], [-0.5955, -6.3576, -1.1924], [-1.9100, -6.0317, -1.5839], [-2.1494, -4.7360, -1.4689], [1.2670, -1.9431, 4.2410], [2.1179, 0.0825, 2.9336], [-0.7156, -3.8108, 1.5335], [-3.4064, -3.4233, -0.0637], [-5.1033, -1.3316, 0.4743], [-3.6300, 0.8611, -0.1977], [-0.4617, -3.9910, -3.3638], [0.3296, -3.0186, -5.4884], [1.5381, -0.6949, -4.8860], [0.9348, -4.8888, -0.4718], [-0.1208, -7.3242, -1.1853], [-2.6906, -6.6863, -1.9420], [-3.8004, 5.0180, -0.0685], [-3.2089, 4.2076, -0.9670], [-2.4170, 3.1716, -0.5260], [-1.8069, 2.3058, -1.4418], [-2.0515, 2.5175, -2.8206], [-2.8208, 3.6150, -3.2005], [-3.0153, 3.8946, -4.5139], [-3.4152, 4.4712, -2.3058], [-1.4882, 1.5276, -3.7699], [-1.7384, 1.4370, -5.0776], [-1.2179, 0.4977, -6.0720], [-0.2873, -0.4423, -5.9622], [0.0919, -0.3192, -3.4327], [-0.6713, 0.6096, -3.0275], [-2.2874, 3.0665, 0.5435], [-4.0138, 5.3052, -2.6423], [-2.4194, 2.1720, -5.4715], [-1.6461, 0.6222, -7.0602], [-0.0381, -1.0061, -6.8557], [1.5841, -1.3005, -2.4437], [0.3264, 2.0021, 0.9436], [-0.8447, 2.3648, 2.3691], [-0.8954, 3.5332, 2.8482], [-1.5839, 3.7884, 4.0397], [-2.5278, 2.9760, 4.6705], [-2.5023, 2.8587, 6.0603], [-3.4842, 2.1386, 6.7268], [-4.4963, 1.5068, 6.0197], [-4.5244, 1.6304, 4.6335], [-3.5655, 2.3660, 3.9612], [-1.2978, 1.1076, 2.5048], [-0.5311, 0.5268, 1.4056], [0.2583, -0.6171, 1.7023], [2.2168, -1.1074, 0.9930], [3.0039, -2.3728, 0.9311], [2.5781, -3.4229, 1.6300], [1.3152, -3.2997, 2.4128], [-0.2933, -1.7868, 2.5068], [-1.0463, 4.3962, 4.6315], [-1.7034, 3.3356, 6.6180], [-3.4426, 2.0561, 7.8062], [-5.2543, 0.9336, 6.5371], [-5.3171, 1.1572, 4.0661], [-3.6077, 2.4655, 2.8854], [2.7306, -0.2732, 0.5206], [3.9093, -2.4143, 0.3359], [3.1235, -4.3610, 1.6197], [1.1553, -4.1503, 3.0739], [-1.2368, -1.6826, 3.0331], [6.3260, 0.9576, 2.6286], [5.5253, 1.1635, 1.3704], [4.5448, 2.1533, 1.3003], [3.7589, 2.3029, 0.1691], [3.9603, 1.4464, -0.9052], [4.9387, 0.4638, -0.8686], [5.7251, 0.3383, 0.2649], [2.8569, 1.4631, -2.2808], [3.3268, 2.9973, -3.0329], [1.4639, 1.7276, -1.7689], [6.3036, 1.8425, 3.2633], [7.3658, 0.7200, 2.4026], [5.9167, 0.1248, 3.2048], [4.3812, 2.8052, 2.1505], [2.9735, 3.0488, 0.1385], [5.0745, -0.2080, -1.7093], [6.4893, -0.4291, 0.3030], [3.1812, 3.7927, -2.3015], [2.6876, 3.1487, -3.9011], [4.3734, 2.9218, -3.3289]], "atomic_forces_ev_per_a": [[1.2, -0.1, 1.2], [0.0, 0.0, -0.1], [-0.1, -0.1, -0.1], [0.4, 0.0, 0.0], [0.0, 0.1, -0.1], [0.0, 0.0, 0.1], [0.0, 0.1, -0.1], [0.2, 0.2, 0.0], [-0.1, -0.1, 0.1], [0.0, 0.0, 0.1], [0.2, 0.1, -0.1], [-0.7, -0.7, -0.1], [0.0, -0.1, 0.2], [0.0, 0.0, 0.1], [0.0, 0.0, 0.0], [0.0, -0.1, 0.0], [-0.3, 0.2, 0.0], [0.0, 0.1, 0.2], [-0.1, 0.1, 0.0], [-0.1, 0.0, -0.1], [0.0, -0.1, 0.0], [0.3, 0.0, 0.0], [0.0, 0.0, 0.0], [0.0, 0.0, 0.0], [0.0, 0.0, 0.0], [0.0, 0.1, 0.0], [0.0, 0.0, 0.0], [0.0, 0.0, 0.0], [0.0, 0.0, 0.0], [0.0, 0.0, 0.0], [0.0, 0.0, 0.0], [0.0, 0.0, 0.0], [0.0, 0.0, 0.0], [0.0, 0.0, 0.0], [0.0, 0.0, 0.0], [-0.1, 0.1, 0.0], [0.1, -0.1, 0.0], [-0.4, 0.3, -0.3], [0.1, -0.2, 0.0], [0.0, 0.0, -0.1], [0.0, 0.0, 0.1], [0.0, 0.0, 0.0], [0.2, -0.2, 0.7], [0.1, -0.1, -0.4], [-0.1, 0.3, 0.1], [0.1, -0.2, 0.0], [-0.2, -0.1, 0.0], [-0.4, 0.4, -1.0], [0.0, 0.0, 0.0], [0.0, 0.0, 0.0], [0.0, 0.0, -0.1], [0.0, 0.0, 0.0], [0.0, 0.0, 0.0], [0.0, 0.1, 0.0], [0.0, 0.1, 0.7], [0.2, -0.8, -0.6], [-0.2, 0.5, 0.3], [0.0, 0.0, -0.1], [0.1, 0.1, -0.1], [-0.1, 0.0, 0.1], [0.1, 0.0, 0.0], [0.0, 0.0, -0.1], [0.0, 0.0, 0.0], [0.1, -0.1, -0.1], [0.2, 0.2, -0.3], [-0.1, 0.1, -0.2], [0.0, 0.2, 0.2], [-0.1, -0.1, 0.1], [-0.1, 0.0, 0.0], [0.0, 0.0, 0.0], [0.0, 0.1, -0.1], [0.0, -0.1, -0.1], [0.0, -0.1, 0.0], [0.0, 0.0, 0.0], [0.0, 0.0, 0.0], [0.0, 0.0, 0.0], [0.0, 0.0, 0.0], [0.0, 0.0, 0.0], [0.0, 0.0, 0.0], [0.0, 0.0, 0.0], [0.0, 0.0, 0.0], [0.0, 0.0, 0.0], [0.0, 0.0, 0.0], [0.0, 0.0, 0.0], [0.0, 0.0, 0.0], [0.0, 0.0, 0.0], [0.1, 0.0, 0.0], [0.0, 0.0, 0.2], [0.1, 0.0, 0.0], [0.0, 0.0, 0.0], [-0.5, -0.4, -0.2], [0.1, 0.2, 0.0], [0.0, 0.1, 0.3], [0.0, 0.0, 0.0], [0.0, 0.0, 0.0], [0.0, 0.0, 0.0], [0.0, 0.0, 0.0], [0.0, -0.1, 0.0], [0.0, 0.0, 0.0], [0.0, 0.0, 0.0], [0.0, 0.0, -0.1], [0.0, 0.0, 0.0], [0.0, 0.1, 0.0]]}